Computed, not measured: a cluster of 3 separate species, C2H14N7 in total at a distorted geometry, with wB97M-V/def2-TZVPD.

Geometry as XYZ:
```
23
Properties=species:S:1:pos:R:3
C 0.165 0.467 -0.617
C 0.236 -1.728 0.724
N -1.142 0.630 -0.474
N 0.996 1.085 0.197
N 0.591 -0.228 -1.663
N 0.851 -1.201 1.816
N 0.930 -4.003 1.437
N 0.257 -3.031 0.576
N -1.481 4.137 -0.612
H -1.521 1.435 -0.032
H -1.625 0.365 -1.249
H 0.593 1.620 0.918
H 2.007 0.909 0.375
H -0.035 -1.034 -1.912
H 1.492 -0.404 -2.097
H 1.256 -1.696 2.694
H 0.483 -0.361 2.057
H 0.312 -4.824 1.539
H 1.868 -4.371 0.946
H -0.346 -3.421 -0.194
H -0.893 4.210 -1.440
H -2.404 4.441 -0.971
H -1.380 5.051 -0.178
```

Properties
HOMO energy: -0.433 Ha
Multiplicity: 1
Kohn-Sham gap: 9.20 eV
Energy above the lowest of the compared OMol25 structures with the same formula, charge and spin: 79.5 kJ/mol
Total charge: +1

***

Computed, not measured: a cluster of 2 separate species, C2H6N2O3P in total at a distorted geometry, with wB97M-V/def2-TZVPD.

Geometry as XYZ:
```
14
Properties=species:S:1:pos:R:3
C -0.888 0.244 -0.414
C 1.036 0.037 1.021
N -1.509 -0.120 -2.485
N 0.270 -0.305 -0.174
O -0.915 2.381 1.223
O -3.055 1.675 0.101
O -2.128 0.197 2.080
P -1.769 1.163 0.926
H 0.247 0.605 1.626
H 1.919 0.455 0.682
H 1.086 -0.978 1.602
H -0.721 -0.594 -2.904
H -2.680 2.247 -0.590
H 0.876 -0.700 -0.903
```

Properties
HOMO energy (alpha / beta): -0.141 / -0.141 Ha
Multiplicity: 1
Kohn-Sham gap (alpha / beta): 7.34 / 7.34 eV
Energy above the lowest of the compared OMol25 structures with the same formula, charge and spin: 624.1 kJ/mol
Total charge: -1

***

Computed, not measured: a structure of composition C19H29AuN4O2P2 at a distorted geometry, with wB97M-V/def2-TZVPD.

Geometry as XYZ:
```
57
Properties=species:S:1:pos:R:3
C 3.641 0.939 -2.123
C 2.592 0.873 -1.198
N 1.547 0.037 -1.413
C 1.481 -0.747 -2.491
C 2.466 -0.650 -3.472
C 3.564 0.185 -3.284
C 2.509 1.877 -0.098
P 1.427 1.334 1.252
Au -0.118 -0.025 0.181
P -1.086 -1.319 -1.562
C 0.329 -1.719 -2.631
C -1.610 -0.088 1.658
C -1.353 -0.806 2.814
C -2.386 -1.032 3.733
C -3.637 -0.440 3.518
C -3.857 0.372 2.399
C -2.826 0.547 1.458
O 1.257 3.677 -1.333
O -0.385 2.335 -2.450
H 4.459 1.624 -1.907
H 2.345 -1.257 -4.361
H 4.350 0.255 -4.036
C 2.260 0.389 2.563
C 0.829 2.862 2.017
H 0.001 -1.761 -3.673
H 0.658 -2.722 -2.338
H 1.886 2.893 -0.674
H 3.479 2.300 0.216
C -1.922 -2.859 -1.128
C -2.224 -0.426 -2.660
H -0.365 -1.230 2.978
H -2.205 -1.679 4.594
H -4.443 -0.611 4.235
H -4.828 0.859 2.245
H -2.969 1.171 0.581
H -1.326 1.769 -0.465
H -1.110 2.947 -2.692
H 0.519 3.060 -2.006
H 1.894 4.264 -1.782
H -0.971 2.051 -1.274
H 3.102 0.947 3.008
H 1.509 0.186 3.342
H 2.611 -0.574 2.162
H 1.620 3.330 2.623
H 0.507 3.556 1.228
H -0.024 2.613 2.660
H -2.500 -1.064 -3.509
H -3.128 -0.155 -2.103
H -1.742 0.489 -3.021
H -2.417 -3.300 -2.005
H -1.196 -3.571 -0.720
H -2.675 -2.651 -0.356
N 0.898 -2.460 0.623
C 0.640 -3.315 1.396
N 0.472 -4.333 2.154
C -0.396 -4.401 3.120
N -1.151 -4.546 4.008
```

Properties
⟨S²⟩: 2.014
HOMO energy (alpha / beta): -0.219 / -0.289 Ha
Multiplicity: 3
Kohn-Sham gap (alpha / beta): 6.21 / 4.62 eV
Energy above the lowest of the compared OMol25 structures with the same formula, charge and spin: 30.9 kJ/mol

***

Computed, not measured: a cluster of 2 separate species, C3H5NS in total at a distorted geometry, with wB97M-V/def2-TZVPD.

Geometry as XYZ:
```
10
Properties=species:S:1:pos:R:3
C -0.413 1.792 -1.400
C -0.590 -0.468 0.789
C 0.742 -0.106 0.231
N -1.148 2.643 -1.678
S 1.794 -1.108 -0.638
H -0.463 -0.745 1.885
H -0.997 0.557 0.857
H -1.026 -1.214 0.248
H 1.090 0.734 0.886
H 1.011 -2.085 -1.180
```

Properties
HOMO energy (alpha / beta): -0.336 / -0.337 Ha
Multiplicity: 1
Kohn-Sham gap (alpha / beta): 7.18 / 7.18 eV
Energy above the lowest of the compared OMol25 structures with the same formula, charge and spin: 385.1 kJ/mol

***

Computed, not measured: an isolated molecule of C2HIN2O at a distorted geometry, with wB97M-V/def2-TZVPD.

Geometry as XYZ:
```
7
Properties=species:S:1:pos:R:3
I 3.350 0.148 0.008
C 1.503 -0.763 0.001
C 0.192 -0.426 -0.037
N -0.500 -1.577 0.037
N 0.221 -2.578 0.033
O 1.514 -2.243 -0.046
H -0.086 0.604 -0.068
```

Properties
HOMO energy: -0.364 Ha
Multiplicity: 1
Kohn-Sham gap: 9.94 eV
Energy above the lowest of the compared OMol25 structures with the same formula, charge and spin: 80.3 kJ/mol
Structure (SMILES): Ic1cnno1

***

Computed, not measured: a structure of composition C47H46FN3O5STl at a distorted geometry, with wB97M-V/def2-TZVPD.

Geometry as XYZ:
```
104
Properties=species:S:1:pos:R:3
Tl -0.922 -0.129 -0.181
C 0.967 -2.282 2.457
C -0.496 -2.716 2.486
C -0.802 -3.719 3.614
C -1.534 -1.583 2.531
C -2.824 -1.807 2.005
C -3.774 -0.808 2.048
C -3.504 0.453 2.539
C -4.587 1.500 2.486
C -2.217 0.711 3.016
C -1.263 -0.318 3.064
H 1.602 -3.184 2.371
H 1.249 -1.827 3.448
H 1.277 -1.593 1.655
H -0.667 -3.226 1.548
H -0.713 -3.233 4.597
H -0.068 -4.525 3.543
H -1.795 -4.102 3.538
H -3.094 -2.768 1.589
H -4.748 -1.004 1.610
H -4.906 1.720 1.420
H -4.263 2.441 2.896
H -5.452 1.126 3.043
H -1.993 1.706 3.379
H -0.221 -0.115 3.413
O 0.232 1.985 -3.645
C -0.517 1.335 -4.359
C 0.016 0.210 -5.218
C -0.634 -0.009 -6.397
C -1.823 0.716 -6.733
C -2.468 1.603 -5.920
C -1.921 1.772 -4.609
C -2.637 2.362 -3.607
N -2.330 2.254 -2.272
C -3.314 2.766 -1.622
C -4.302 3.295 -2.481
N -3.888 2.981 -3.708
H 0.908 -0.296 -4.897
H -0.310 -0.765 -7.098
H -2.360 0.562 -7.643
H -3.421 2.026 -6.142
H -3.275 2.818 -0.521
H -5.175 3.866 -2.215
H -4.381 3.198 -4.572
C 4.182 5.041 3.423
C 4.047 5.382 1.919
C 3.906 6.871 1.642
C 2.615 7.424 2.261
C 1.439 6.578 1.875
C 0.126 7.061 1.996
C -0.956 6.232 1.713
F -2.223 6.660 1.819
C -0.777 4.953 1.312
C 0.509 4.436 1.189
C 0.625 2.981 0.793
O -0.408 2.322 0.692
C 1.974 2.522 0.590
C 3.024 3.394 0.928
N 2.904 4.690 1.346
C 1.623 5.255 1.441
C 2.353 1.033 0.292
O 3.565 0.725 0.205
O 1.371 0.243 0.071
H 4.872 5.783 3.861
H 4.562 4.044 3.496
H 3.206 5.135 3.899
H 4.889 4.972 1.361
H 3.883 7.009 0.557
H 4.802 7.453 1.930
H 2.528 8.480 1.987
H 2.647 7.356 3.353
H 0.046 8.093 2.358
H -1.583 4.277 1.056
H 4.017 2.913 0.915
O 0.213 -1.759 -3.307
S 0.652 -3.169 -2.933
C 1.080 -3.171 -1.178
C 2.086 -4.225 -0.757
C 3.452 -4.172 -1.045
C 4.325 -5.144 -0.540
C 3.867 -6.188 0.234
C 2.499 -6.252 0.500
C 1.673 -5.243 0.060
C -0.983 -4.014 -3.011
C -1.103 -5.141 -2.056
C -1.687 -4.906 -0.808
C -1.656 -5.855 0.179
C -0.988 -7.066 -0.073
C -0.458 -7.304 -1.311
C -0.533 -6.378 -2.337
H 0.140 -3.218 -0.589
H 1.533 -2.187 -1.017
H 3.860 -3.326 -1.586
H 5.385 -5.077 -0.755
H 4.532 -6.949 0.575
H 2.032 -7.018 1.103
H 0.627 -5.235 0.347
H -1.097 -4.241 -4.074
H -1.672 -3.243 -2.729
H -2.034 -3.901 -0.632
H -2.087 -5.652 1.149
H -0.960 -7.804 0.721
H 0.008 -8.244 -1.539
H -0.126 -6.629 -3.325
```

Properties
HOMO energy (alpha / beta): -0.361 / -0.361 Ha
Multiplicity: 1
Kohn-Sham gap (alpha / beta): 3.77 / 3.77 eV
Energy above the lowest of the compared OMol25 structures with the same formula, charge and spin: 242.3 kJ/mol
Total charge: +1

***

Computed, not measured: a cluster of 3 separate species, C18H25I2N3O3 in total at a distorted geometry, with wB97M-V/def2-TZVPD.

Geometry as XYZ:
```
51
Properties=species:S:1:pos:R:3
C -1.146 -1.432 4.100
C -0.307 -0.744 2.929
O -0.902 0.529 2.562
C -0.139 1.009 1.401
C -1.157 0.999 0.172
N -0.527 1.093 -1.179
C 0.559 2.038 -1.238
O 0.579 3.165 -0.724
O 1.699 1.641 -2.021
C 2.724 1.070 -1.184
I 3.348 -0.861 -2.066
C 4.044 1.973 -1.051
C 3.812 3.536 -1.302
I 4.770 1.718 1.012
H -1.898 -2.133 3.586
H -1.761 -0.701 4.719
H -0.487 -2.045 4.801
H -0.308 -1.395 1.982
H 0.780 -0.528 3.235
H 0.152 2.085 1.676
H 0.775 0.342 1.236
H -1.956 1.795 0.300
H -1.687 -0.021 0.205
H -0.232 0.163 -1.498
H 2.283 0.908 -0.151
H 4.826 1.585 -1.781
H 4.802 3.959 -1.687
H 3.027 3.780 -2.083
H 3.585 4.017 -0.286
C -1.958 -7.246 3.813
C -0.645 -6.917 4.114
C -0.195 -5.648 3.788
N -0.955 -4.716 3.193
C -2.220 -5.060 2.910
C -2.766 -6.300 3.199
H -2.348 -8.228 4.053
H 0.015 -7.630 4.593
H 0.823 -5.343 4.007
H -2.812 -4.289 2.427
H -3.796 -6.522 2.949
C -0.925 4.780 -4.619
C -0.807 3.725 -3.726
C -1.052 2.442 -4.190
N -1.401 2.160 -5.455
C -1.510 3.198 -6.298
C -1.283 4.515 -5.933
H -0.741 5.798 -4.295
H -0.530 3.895 -2.694
H -0.970 1.585 -3.533
H -1.796 2.941 -7.312
H -1.385 5.314 -6.657
```

Properties
HOMO energy: -0.351 Ha
Multiplicity: 1
Kohn-Sham gap: 9.59 eV
Structure (SMILES): CCOCCNC(=O)O[C@@H](I)[C@@H](C)I.c1ccncc1.c1ccncc1

***

Computed, not measured: a cluster of 8 separate species, C41H46Br2IN8 in total at a distorted geometry, with wB97M-V/def2-TZVPD.

Geometry as XYZ:
```
98
Properties=species:S:1:pos:R:3
C 0.101 3.917 -3.322
C 1.388 4.615 -2.893
I 2.284 5.634 -4.607
C 2.408 3.691 -2.167
N 2.447 3.940 -0.749
C 1.435 3.259 -0.089
Br 0.913 4.274 1.548
C 1.817 1.820 0.271
C 2.689 1.643 1.508
Br 0.181 0.689 0.364
H 0.298 2.865 -3.499
H -0.599 3.998 -2.496
H -0.347 4.356 -4.206
H 1.174 5.404 -2.190
H 3.403 3.897 -2.550
H 2.177 2.648 -2.433
H 0.510 3.225 -0.674
H 2.364 1.442 -0.577
H 3.599 1.123 1.223
H 2.978 2.593 1.936
H 2.197 1.014 2.236
N 0.095 8.889 0.973
C -0.067 7.803 1.730
C -0.765 7.809 2.931
C -1.320 8.998 3.370
C -1.159 10.135 2.594
C -0.447 10.024 1.410
H 0.379 6.882 1.366
H -0.868 6.897 3.503
H -1.871 9.040 4.302
H -1.576 11.087 2.899
H -0.300 10.889 0.771
N 1.225 -0.345 -3.650
C 1.862 -1.023 -4.601
C 1.219 -1.719 -5.613
C -0.166 -1.720 -5.631
C -0.844 -1.021 -4.647
C -0.105 -0.347 -3.686
H 2.946 -1.004 -4.542
H 1.791 -2.250 -6.362
H -0.710 -2.259 -6.398
H -1.925 -0.994 -4.626
H -0.595 0.214 -2.896
N 4.670 -1.088 -1.119
C 3.403 -1.389 -1.403
C 2.763 -2.540 -0.973
C 3.479 -3.443 -0.207
C 4.803 -3.156 0.092
C 5.346 -1.972 -0.386
H 2.859 -0.662 -1.995
H 1.731 -2.714 -1.241
H 3.014 -4.354 0.150
H 5.402 -3.832 0.688
H 6.376 -1.707 -0.167
N 0.010 -4.225 -2.022
C -0.049 -5.164 -2.963
C -0.477 -6.462 -2.722
C -0.863 -6.800 -1.433
C -0.803 -5.832 -0.443
C -0.359 -4.566 -0.790
H 0.262 -4.854 -3.955
H -0.509 -7.186 -3.525
H -1.205 -7.802 -1.204
H -1.093 -6.043 0.577
H -0.300 -3.778 -0.046
N -1.434 -4.055 2.499
C -1.653 -4.928 3.481
C -2.195 -4.585 4.709
C -2.525 -3.258 4.933
C -2.302 -2.335 3.925
C -1.758 -2.784 2.731
H -1.375 -5.955 3.266
H -2.351 -5.338 5.469
H -2.948 -2.947 5.880
H -2.540 -1.289 4.058
H -1.565 -2.093 1.917
N -4.450 -1.600 -3.765
C -5.682 -2.039 -4.014
C -6.172 -3.254 -3.561
C -5.334 -4.062 -2.809
C -4.049 -3.623 -2.542
C -3.660 -2.388 -3.039
H -6.303 -1.377 -4.608
H -7.184 -3.557 -3.792
H -5.678 -5.020 -2.438
H -3.359 -4.221 -1.961
H -2.665 -2.007 -2.846
N 1.597 0.771 4.801
C 1.391 -0.262 5.613
C 0.684 -0.179 6.803
C 0.164 1.051 7.171
C 0.370 2.137 6.337
C 1.089 1.947 5.165
H 1.818 -1.205 5.286
H 0.546 -1.055 7.423
H -0.395 1.161 8.093
H -0.020 3.115 6.585
H 1.264 2.773 4.482
```

Properties
HOMO energy: -0.108 Ha
Multiplicity: 1
Kohn-Sham gap: 4.89 eV
Total charge: -1

***

Computed, not measured: an isolated molecule of C6H12O, with wB97M-V/def2-TZVPD.

Geometry as XYZ:
```
19
Properties=species:S:1:pos:R:3
C -2.574 -0.840 0.415
C -1.331 -0.918 -0.523
C -0.091 -0.070 0.054
C -0.256 1.355 -0.401
O 0.168 2.312 0.198
C 1.525 -0.305 -0.109
C 2.621 0.775 0.285
H -3.438 -1.384 0.002
H -2.381 -1.282 1.399
H -2.922 0.188 0.585
H -1.146 -1.984 -0.707
H -1.676 -0.521 -1.494
H -0.231 -0.137 1.136
H -0.714 1.474 -1.412
H 1.787 -0.595 -1.131
H 1.760 -1.143 0.548
H 3.585 0.236 0.296
H 2.537 1.234 1.278
H 2.777 1.605 -0.419
```

Properties
HOMO energy: -0.350 Ha
Multiplicity: 1
Kohn-Sham gap: 10.58 eV
Energy above the lowest of the compared OMol25 structures with the same formula, charge and spin: 136.6 kJ/mol
Structure (SMILES): CCC(C=O)CC

***

Computed, not measured: a structure of composition C16H38GeN3O2PtSSi3, with wB97M-V/def2-TZVPD.

Geometry as XYZ:
```
65
Properties=species:S:1:pos:R:3
Pt -0.471 0.250 0.755
C -3.240 3.741 2.689
O -1.815 3.541 2.939
C -1.188 2.570 2.375
O -1.720 1.729 1.604
N 0.120 2.526 2.687
N 0.943 1.593 2.035
H -3.521 4.552 3.350
H -3.785 2.834 2.938
H -3.380 4.024 1.650
H 0.524 3.239 3.282
H 1.436 1.055 2.744
H 1.636 2.081 1.470
C 0.002 -4.834 -1.115
Si -1.092 -4.425 -2.515
C -2.678 -5.293 -2.693
C -0.419 -3.491 -3.927
Ge -2.129 -1.103 -0.062
Si -2.946 -2.092 2.574
C -3.909 -0.604 3.052
C -3.896 -3.550 1.980
C -1.363 -2.434 3.437
Si -4.002 -0.109 -2.087
C -4.236 1.250 -0.871
C -2.910 0.200 -3.524
C -5.278 -1.415 -2.206
H 0.739 -5.527 -1.552
H -0.503 -5.363 -0.308
H 0.573 -3.984 -0.738
H -2.391 -6.258 -3.149
H -3.370 -4.822 -3.390
H -3.173 -5.538 -1.753
H 0.354 -4.147 -4.357
H 0.089 -2.566 -3.650
H -1.160 -3.305 -4.704
H -4.849 -0.518 2.508
H -3.340 0.322 2.964
H -4.157 -0.736 4.115
H -4.657 -3.299 1.241
H -4.425 -3.948 2.857
H -3.258 -4.351 1.607
H -0.877 -1.524 3.787
H -0.665 -3.014 2.832
H -1.610 -3.042 4.317
H -3.316 1.776 -0.609
H -4.769 0.942 0.029
H -4.880 1.976 -1.390
H -1.946 0.629 -3.249
H -3.421 0.950 -4.144
H -2.770 -0.684 -4.144
H -5.758 -1.638 -1.254
H -4.905 -2.332 -2.663
H -6.060 -1.029 -2.875
S 0.921 -0.761 -0.779
C 2.570 -0.658 -0.159
N 3.505 -0.254 -1.050
C 4.828 -0.201 -0.786
C 5.289 -0.553 0.458
C 4.362 -0.970 1.410
C 3.007 -1.024 1.104
H 3.195 0.019 -1.977
H 5.466 0.129 -1.595
H 6.347 -0.510 0.674
H 4.704 -1.276 2.391
H 2.289 -1.396 1.821
```

Properties
⟨S²⟩: 0.756
HOMO energy (alpha / beta): -0.697 / -0.706 Ha
Multiplicity: 2
Kohn-Sham gap (alpha / beta): 6.17 / 5.77 eV
Energy above the lowest of the compared OMol25 structures with the same formula, charge and spin: 100.5 kJ/mol
Total charge: +4

***

no.,E_tot (eV)
1,-12723.7460
2,-20580.9739
3,-52493.2408
4,-15512.8813
5,-15215.6679
6,-82432.5250
7,-45883.0380
8,-203368.7339
9,-8462.9382
10,-119966.7210